ORCA calculation (the ωB97M-V functional and the def2-TZVPD basis) on a 2-piece molecular cluster, C6H11ClN3O2 overall in a non-equilibrium geometry.

The calculation puts the HOMO-LUMO gap at 7.806 eV. The charge is -1. The value obtained for the energy relative to the best compared isomer or geometry (same formula, charge and spin) is 0.0 kcal/mol.

Last column: Mulliken charge in e.
CARTESIAN COORDINATES (ANGSTROEM)
Cl1 -1.277 1.933 2.787  -0.303
O1 1.758 0.451 -0.405  -0.731
O2 3.381 1.718 0.495  -0.741
N1 -0.847 -2.361 0.215  -0.621
N2 1.447 3.138 1.980  -0.517
N3 0.339 -1.778 0.585  -0.135
C1 2.199 1.337 0.378  0.398
C2 -1.611 -0.788 -1.452  -0.437
C3 -0.036 1.344 1.688  -0.330
C4 1.109 1.918 1.433  0.355
C5 -0.857 -1.429 -2.725  -1.186
C6 -1.738 -1.928 -0.523  -0.159
H1 0.909 3.543 2.801  0.177
H2 -2.663 -2.402 -0.423  0.478
H3 2.404 3.289 2.003  0.243
H4 -0.711 -0.643 -3.434  0.346
H5 0.693 -2.337 1.357  0.196
H6 -2.518 -0.328 -1.785  0.370
H7 -1.141 0.093 -1.035  0.144
H8 0.961 -1.200 0.042  0.309
H9 0.029 -1.826 -2.355  0.339
H10 -0.256 0.402 1.315  0.393
H11 -1.573 -2.147 -2.942  0.411